1.
Entry from the OMol25 dataset: a molecular structure, C16H21Cl3GeN7O2PRb at a distorted geometry (ωB97M-V/def2-TZVPD).

For the largest force on an atom, the calculation gives 2.37 eV Å⁻¹. As for the energy above the lowest of the compared OMol25 structures with the same formula, charge and spin: 0.640 eV. The charge is +2. As for the orbital gap (spin up / spin down): 7.69 / 4.92 eV. The spin multiplicity is 2. The value obtained for the energy is -135477.86129 eV. The highest occupied orbital energy (spin up / spin down) comes out at -0.470 / -0.470 Ha.

Structure (XYZ):
```
52
C16H21Cl3GeN7O2PRb, DFT ωB97M-V/def2-TZVPD
Cl 0.3386 1.0245 -6.9616
H 4.6093 1.9748 1.5773
H 3.2810 5.4212 -0.6068
N -4.1617 0.9207 -2.8470
O -1.0403 2.1776 -2.4210
H -0.0405 2.1554 0.8037
N 0.5996 -2.3162 -0.0101
H -5.1725 0.7962 -2.9198
C 0.8549 -2.2576 1.3622
C 3.8438 2.5368 1.0595
Cl -2.6698 2.0770 -5.6414
N 0.1300 -4.6090 0.1485
C 0.6080 -5.8993 3.5535
H -0.1398 -5.4472 -0.3423
Cl -1.0851 -0.6348 -4.2868
H -2.9055 3.0479 0.5552
H -3.7573 0.1126 -2.3470
N -1.0946 2.0509 1.0301
H -1.3104 1.0493 0.9346
H 1.0361 4.3791 -0.6990
P -2.1078 1.8343 -1.4248
H 1.3558 -2.6234 4.0171
N 1.5794 2.6785 0.3270
Rb 0.3577 0.0107 -1.9260
C -1.9394 2.8525 0.0926
H 0.5474 -6.8307 4.0996
C 0.2505 -3.4573 -0.5159
H 1.2082 -4.7534 5.2700
N 1.1980 -1.1832 1.9750
C 0.7720 -3.4954 2.1557
C 3.1098 4.4561 -0.1524
H 5.1110 4.2024 0.5910
C 2.3092 0.6666 1.4999
C 0.4064 -4.6749 1.5175
C -3.7878 2.1662 -2.0948
C 4.1210 3.7749 0.5066
N 1.2355 0.0107 1.2946
C 2.5645 2.0061 0.9432
H 0.0338 -3.5183 -1.5786
H 0.0364 -6.7870 1.6851
H -4.5022 2.2914 -1.2835
O -2.1585 0.4085 -0.9486
H 3.1113 0.2266 2.0919
H -3.7652 0.9403 -3.8062
C 0.9798 -4.7259 4.2138
C 1.8577 3.8711 -0.2074
H -1.2468 2.3105 2.0041
C 0.3217 -5.8811 2.2054
H -3.8232 3.0229 -2.7639
H -1.4511 3.7994 -0.1289
C 1.0635 -3.5377 3.5212
Ge -0.6726 1.3788 -5.1220
```

2.
Entry from the OMol25 dataset: a molecular structure, C16H21CuN18O3S3 at a distorted geometry (ωB97M-V/def2-TZVPD).

For the largest force on an atom, the calculation gives 2.04 eV Å⁻¹. The charge is -1. As for the orbital gap (spin up / spin down): 7.28 / 6.55 eV. The spin multiplicity is 2. The value obtained for the energy is -127043.93669 eV. The highest occupied orbital energy (spin up / spin down) comes out at -0.179 / -0.178 Ha.

Structure (XYZ):
```
62
C16H21CuN18O3S3, DFT ωB97M-V/def2-TZVPD
C -2.9521 1.2429 -3.0479
C 2.0511 -0.6392 3.6680
N 0.6082 1.5892 0.8370
C 1.1583 0.7160 -1.4665
H 0.8487 5.0016 -1.1183
H -0.9865 1.6670 -3.6935
C 2.4914 -6.3574 2.0082
C -4.4064 3.0988 -2.6887
N -1.3133 -0.7823 0.6598
H -5.3701 3.4997 -2.4092
H -1.6251 -0.9870 2.7325
H 2.4162 -2.6255 2.4219
N 0.4438 -0.9535 4.9750
O -1.7806 -0.8351 -4.1027
C -4.1932 1.7326 -2.6934
H 3.5391 -6.2108 1.7237
Cu 0.7848 -1.2870 0.9112
H 2.3899 -6.1665 3.0810
H -4.2204 -0.8561 2.2811
C 0.8201 4.1837 -0.4057
H 3.3593 -4.0472 2.3944
H 1.6045 4.3249 0.3351
N 2.8965 -0.9422 0.9274
N 1.7295 -0.6139 4.9518
H -2.7731 5.9179 -2.9987
C -1.9305 2.0999 -3.4080
C 1.0236 2.9091 -1.1242
O -3.7777 -1.2383 -2.7281
N 4.9505 -0.3912 1.5016
S -2.5499 -0.5010 -2.9347
H 1.5966 1.0551 -3.4932
N 1.3148 2.7779 -2.3766
S 1.1480 -0.9319 -1.4080
N 0.9285 1.6865 -0.5059
H 0.8874 -5.8766 0.6994
N 1.4115 1.4421 -2.5842
H -4.3602 5.6716 -2.4818
H -0.1339 4.1713 0.1166
H 4.0203 -0.1994 3.9130
O 0.6664 -3.4762 0.9168
H 1.3722 1.1607 1.3612
N 3.7123 -1.0240 -0.1402
C 1.5422 -4.1407 1.4638
C -3.3766 3.9792 -3.0276
N 0.9910 -0.9826 2.9060
H -1.3274 4.1354 -3.6637
N 0.0093 -1.1752 3.7975
C -2.1320 3.4642 -3.3972
C 3.7070 -0.5433 1.9316
C -2.0303 -0.6921 -0.4566
S -3.7824 -0.6728 -0.1364
H 2.2240 -7.3919 1.8055
N 1.6314 -5.4803 1.2509
N 2.4447 -3.6329 2.3432
H -4.9703 1.0307 -2.4306
C -3.4311 -0.8104 1.5610
N -1.5637 -0.5396 -1.6534
C -2.1065 -0.8730 1.7755
N 4.8906 -0.7014 0.2033
N 3.3052 -0.3314 3.2165
N -3.6026 5.3482 -3.0630
H -0.2227 1.0029 0.9650
```

3.
Entry from the OMol25 dataset: a molecular structure, C16H21F12NiO9 at a distorted geometry (ωB97M-V/def2-TZVPD).

For the largest force on an atom, the calculation gives 5.03 eV Å⁻¹. As for the energy above the lowest of the compared OMol25 structures with the same formula, charge and spin: 10.831 eV. The charge is +1. As for the orbital gap (spin up / spin down): 5.19 / 4.17 eV. The spin multiplicity is 3. The value obtained for the energy is -108996.78813 eV. The highest occupied orbital energy (spin up / spin down) comes out at -0.482 / -0.482 Ha.

Structure (XYZ):
```
59
C16H21F12NiO9, DFT ωB97M-V/def2-TZVPD
H -2.0608 -16.5469 9.4474
H -1.6421 -17.0581 1.7260
H 1.9233 -15.3051 8.7788
H -1.8106 -14.8973 9.0952
H -3.8573 -15.8180 10.9994
O -3.3222 -15.4953 8.1580
C 1.9862 -16.9798 7.3892
F -6.9888 -28.1433 4.5818
H -4.8005 -23.6848 4.9329
F -6.6899 -27.2407 2.5780
H -3.1857 -25.5515 4.5857
F 6.7471 -17.9302 8.5772
H -2.3464 -24.1055 4.1813
C -1.5177 -19.1971 1.0196
C 6.1672 -16.7690 8.8404
O 4.3407 -17.9733 9.8892
C -2.5961 -15.6004 9.3723
F 2.5134 -17.4721 -1.6258
O -5.5125 -25.0885 3.5700
C 1.2927 -17.2877 0.3675
H -0.2749 -18.0165 2.3024
H 2.5613 -16.5350 6.5771
F 1.4104 -15.6238 -1.3948
H -2.2191 -19.1672 0.1857
C -3.1745 -24.7377 3.8606
H -3.6177 -14.1373 10.6897
O 1.8700 -18.0739 1.1384
C -3.7692 -16.6647 7.4814
H -0.7539 -19.9428 0.7988
F -4.1368 -15.1635 5.7092
H -4.6017 -23.4043 3.1697
F -5.8062 -16.2744 6.2799
F -4.3144 -17.2953 5.2061
H -2.0027 -19.5022 1.9468
O -6.1220 -25.8428 5.6990
F 3.2344 -16.0996 -0.2266
H -0.5906 -20.0957 4.6165
O -0.0814 -17.1066 0.4190
H 2.3047 -17.9963 7.6204
C 2.4069 -16.2758 8.6695
C -4.4703 -16.4124 6.0998
H -2.2646 -15.0256 11.4555
O -1.1610 -20.4131 5.3434
F 6.2890 -15.9655 7.7609
O -3.6558 -17.8311 7.8963
F -8.3945 -26.7343 3.9188
F 6.6478 -16.2210 10.0050
C -4.5989 -24.1477 3.9669
C -6.2168 -25.8882 4.4608
C 2.0992 -16.5488 -0.7858
H -2.8626 -24.9800 2.8447
H 0.9631 -16.8464 7.0376
C -3.0885 -15.0886 10.7446
O 3.8566 -16.1434 8.6632
C 4.6771 -17.0210 9.1940
C -0.8838 -17.7827 1.4291
H 2.1263 -16.8714 9.5382
Ni -1.3874 -20.9125 8.0528
C -7.0977 -26.9928 3.8642
```

4.
Entry from the OMol25 dataset: a molecular structure, C16H21N3O2ReS at a distorted geometry (ωB97M-V/def2-TZVPD).

For the largest force on an atom, the calculation gives 8.05 eV Å⁻¹. As for the energy above the lowest of the compared OMol25 structures with the same formula, charge and spin: 0.000 eV. The charge is +4. As for the orbital gap (spin up / spin down): 8.99 / 7.23 eV. The spin multiplicity is 4. The value obtained for the energy is -38414.76438 eV. The highest occupied orbital energy (spin up / spin down) comes out at -0.836 / -0.870 Ha.

Structure (XYZ):
```
44
C16H21N3O2ReS, DFT ωB97M-V/def2-TZVPD
C 3.4415 -0.4894 -0.7956
C -1.3187 -1.1890 -1.9605
C -2.1069 -1.5509 -0.8509
H 1.4329 -4.7464 0.6899
H -4.3276 2.3054 3.2664
O 0.3706 -1.1972 2.7802
C 3.8113 0.2255 1.8322
H -2.1328 -2.5694 -0.4814
C 0.9131 -4.5135 -0.2515
H 0.6844 3.8730 -3.1999
H -4.7824 0.6049 3.4990
H -3.3640 1.2644 4.3919
N 0.7977 -1.9242 -0.3670
S 2.5337 -0.0065 0.6277
C 0.0252 1.6264 1.1194
C 1.1439 2.3108 -1.8713
N -2.1670 0.6699 1.7533
H 4.1287 0.3053 -1.0776
H -0.5007 0.4272 -3.1115
H 1.7803 4.2833 -1.8210
H -3.7565 -0.9330 0.4097
C -1.2179 0.1474 -2.3395
H 3.9847 -1.4090 -0.5903
H 2.4081 3.2956 -3.1790
C -1.9018 1.1425 -1.6154
H 4.3334 -0.7246 1.9584
H -0.0653 -5.0252 -0.2878
H -0.6769 -1.9271 -2.4393
H 1.5461 -4.8217 -1.1001
O 0.6399 2.4373 1.7253
C -0.1545 -0.7733 1.8163
C 1.5192 3.5196 -2.5704
Re -1.0423 0.1596 0.2947
H 2.7430 -0.6618 -1.6095
C 0.7329 -3.0770 -0.3120
C -2.8870 0.7703 -0.6821
N 1.0491 1.3004 -1.3022
C -3.1366 0.9271 2.3569
H 3.3303 0.5270 2.7717
H -1.7708 2.1972 -1.8365
C -3.9439 1.3034 3.4673
C -2.9887 -0.6100 -0.2851
H -3.5803 1.5101 -0.2944
H 4.4726 1.0153 1.4712
```